Record 1
The following is a DFT calculation (wB97M-V/def2-TZVPD) of the ion C5H13N2 with charge +1 in a non-equilibrium geometry.

Each line ends with the Löwdin charge.
Atoms and positions in Å:
C (0.546, -1.155, 1.887)  -0.106
C (0.943, -1.078, 0.412)  -0.256
C (-0.159, -1.372, -0.635)  -0.182
C (-1.194, -0.241, -0.679)  -0.148
N (0.097, 2.335, 0.038)  0.179
C (-0.139, 1.925, -1.202)  -0.113
N (-0.808, 0.847, -1.563)  0.094
H (1.041, -1.832, 2.583)  0.070
H (-0.530, -1.288, 2.117)  0.082
H (0.949, -0.226, 2.440)  0.094
H (1.841, -1.625, 0.251)  0.102
H (1.176, -0.030, 0.119)  0.079
H (-0.505, -2.407, -0.463)  0.128
H (0.426, -1.510, -1.575)  0.126
H (-2.163, -0.667, -0.922)  0.134
H (-1.296, 0.095, 0.370)  0.124
H (0.237, 1.582, 0.707)  0.096
H (0.215, 3.172, 0.596)  0.154
H (0.402, 2.501, -1.949)  0.167
H (-1.078, 0.975, -2.533)  0.177

Cartesian forces, eV/Å:
C 0.3 1.9 1.9
C -1.0 1.3 -0.2
C 2.0 -1.5 -0.2
C -0.5 -1.5 0.9
N 0.3 -2.4 2.0
C 0.5 1.1 0.4
N 1.0 1.6 0.3
H 0.2 -0.9 -0.9
H 0.4 0.3 -0.4
H -1.1 -0.7 -0.9
H 0.6 -0.6 -0.4
H 0.5 -0.5 0.6
H -0.8 0.7 0.0
H -0.8 0.5 0.2
H -0.1 0.4 -0.5
H -0.1 0.4 -0.6
H -0.8 -0.2 0.1
H 0.4 0.8 -1.7
H -1.2 0.4 -0.6
H 0.1 -1.2 -0.1

structure (SMILES): CCCC/[NH+]=C\N
charge: +1
LUMO level: -4.2 eV
orbital gap: 10.50 eV
relative energy (zero: lowest compared OMol25 entry of this formula, charge and spin): 2.382 eV
HOMO: -14.7 eV


Record 2
The following is a DFT calculation (wB97M-V/def2-TZVPD) of a structure of composition C15H29FNbO6SV in a non-equilibrium geometry.

Each line ends with the Löwdin charge.
Atoms and positions in Å:
C (-1.585, -5.066, -1.971)  -0.006
C (-0.682, -3.806, -1.612)  -0.413
O (-0.277, -3.685, -0.431)  0.032
O (-0.335, -2.773, -2.526)  -0.099
C (1.127, -2.667, -2.647)  -0.155
C (1.700, -1.551, -1.614)  -0.162
C (2.230, -0.291, -2.442)  -0.212
C (2.092, 1.111, -1.673)  -0.257
C (0.551, 1.536, -1.731)  -0.351
Nb (-0.485, 1.840, 0.257)  1.466
S (-1.920, -0.188, -0.325)  0.411
C (-2.052, 3.103, -0.884)  -0.270
C (-2.643, 2.292, -2.136)  -0.361
O (-3.842, 1.905, -2.118)  -0.055
C (-1.678, 2.152, 2.178)  -0.278
C (-1.672, 3.645, 2.747)  -0.396
C (-0.255, 4.187, 3.240)  -0.085
F (-2.244, 4.625, 1.859)  -0.097
C (0.867, 0.429, 1.411)  -0.262
C (2.023, 1.388, 2.239)  -0.271
C (2.857, 0.552, 3.449)  -0.036
O (1.713, 1.681, 3.667)  -0.195
H (-1.468, -5.376, -3.063)  0.094
H (-2.695, -4.849, -1.753)  0.102
H (-1.311, -5.939, -1.274)  0.039
H (1.597, -3.684, -2.460)  0.132
H (1.381, -2.349, -3.709)  0.124
H (0.831, -1.326, -0.913)  0.067
H (2.578, -2.021, -1.044)  0.124
H (1.552, -0.206, -3.372)  0.112
H (3.281, -0.459, -2.842)  0.117
H (2.668, 1.878, -2.314)  0.117
H (2.578, 1.140, -0.648)  0.079
H (-0.087, 0.798, -2.345)  0.043
H (0.479, 2.531, -2.313)  0.071
H (0.581, 3.297, 0.549)  -0.041
H (-2.057, -0.831, 0.894)  -0.174
H (-1.547, 4.063, -1.229)  0.066
H (-2.958, 3.283, -0.200)  0.075
H (-1.999, 2.034, -3.057)  0.118
H (-1.222, 1.475, 2.983)  0.068
H (-2.767, 1.789, 2.066)  0.069
H (-2.351, 3.633, 3.679)  0.147
H (0.638, 3.803, 2.658)  0.021
H (-0.131, 4.031, 4.368)  0.092
H (-0.276, 5.328, 3.089)  0.094
H (0.360, -0.132, 2.258)  0.065
H (1.574, -0.207, 0.790)  0.042
H (2.636, 2.184, 1.595)  0.143
H (3.831, 0.965, 2.939)  0.075
H (3.199, 0.918, 4.463)  0.129
O (-1.608, -9.451, 1.996)  -0.627
V (-1.461, -8.729, 0.424)  1.096
O (-1.314, -8.010, -1.153)  -0.629

Cartesian forces, eV/Å:
C 0.0 0.4 -0.3
C 0.5 0.4 3.4
O -1.1 -0.5 -3.6
O 0.3 -2.2 0.0
C 0.8 0.5 0.7
C 0.3 -0.8 -0.9
C -0.9 0.1 0.1
C 0.2 -0.1 -1.3
C -0.3 0.4 -1.9
Nb -0.4 0.4 0.0
S 0.6 0.1 1.2
C -1.3 -0.9 -2.0
C -2.8 -0.1 0.9
O 4.0 1.2 -0.2
C -1.2 0.1 1.4
C 0.6 0.0 1.2
C -0.4 1.1 0.0
F 0.6 -1.5 0.7
C 2.9 0.6 2.3
C -2.8 -1.2 2.2
C 0.8 2.4 -1.0
O 1.9 0.5 -5.2
H -0.2 0.5 1.6
H 1.7 0.0 -0.5
H -0.2 1.5 -1.3
H -0.6 1.3 -0.2
H -0.6 -0.5 1.3
H 1.3 -0.1 -0.9
H -1.4 0.7 -0.5
H 1.1 0.0 1.3
H -1.2 0.2 0.7
H -0.9 -1.0 1.1
H -0.7 -0.2 -1.2
H 1.2 0.9 0.9
H -0.1 -1.3 1.1
H 0.0 -0.3 0.0
H 0.2 0.5 -0.8
H -0.4 -1.2 0.5
H 1.5 -0.2 -0.8
H -0.6 0.5 1.3
H -0.5 1.0 -1.0
H 1.6 0.6 0.0
H 0.8 0.1 -1.5
H -1.2 0.3 0.8
H -0.1 -0.1 -1.7
H 0.0 -1.7 0.2
H 0.7 0.4 -1.2
H -1.4 0.4 0.6
H -1.2 -1.8 1.8
H -1.0 0.6 0.8
H -0.3 -2.1 -0.2
O 0.3 1.5 -3.3
V 0.0 -0.2 0.6
O -0.3 -1.4 2.9

charge: 0
LUMO level: -5.9 eV
orbital gap: 1.41 eV
HOMO: -7.3 eV


Record 3
The following is a DFT calculation (wB97M-V/def2-TZVPD) of an isolated molecule of C4H7NO.

Each line ends with the Löwdin charge.
Atoms and positions in Å:
C (-1.122, -0.784, 0.373)  -0.057
C (-0.419, 0.107, -0.682)  -0.349
C (0.230, 1.291, 0.029)  -0.133
O (1.341, 0.615, 0.667)  -0.061
C (1.558, -0.466, -0.131)  -0.248
N (0.750, -0.715, -1.071)  0.091
H (-0.849, -1.835, 0.208)  0.081
H (-2.205, -0.694, 0.354)  0.070
H (-0.773, -0.546, 1.391)  0.085
H (-1.041, 0.372, -1.542)  0.135
H (-0.402, 1.725, 0.807)  0.124
H (0.621, 2.086, -0.626)  0.127
H (2.312, -1.157, 0.223)  0.136

Cartesian forces, eV/Å:
C -0.3 -0.1 0.1
C -0.2 0.1 0.1
C -0.1 0.0 0.0
O 0.2 0.0 0.0
C 0.1 -0.2 0.0
N 0.2 -0.1 0.4
H -0.3 0.3 -0.2
H -0.1 0.1 0.0
H -0.1 0.1 -0.4
H 0.1 -0.1 0.2
H 0.1 0.0 -0.1
H -0.1 -0.3 0.1
H 0.5 0.4 -0.3

structure (SMILES): C[C@H]1COC=N1
charge: 0
LUMO level: 1.0 eV
orbital gap: 10.63 eV
relative energy (zero: lowest compared OMol25 entry of this formula, charge and spin): 1.525 eV
HOMO: -9.6 eV


Record 4
The following is a DFT calculation (wB97M-V/def2-TZVPD) of a cluster of 5 separate species, C15H32BF3NO13 in total.

Each line ends with the Löwdin charge.
Atoms and positions in Å:
N (3.991, 5.335, 4.286)  -0.044
B (2.670, 5.680, 5.045)  -0.607
C (1.355, 5.923, 4.046)  -0.160
C (0.207, 5.010, 4.461)  -0.351
O (0.389, 3.703, 3.918)  -0.030
C (-1.157, 5.461, 3.981)  -0.577
F (-1.258, 5.481, 2.631)  0.106
F (-1.482, 6.682, 4.422)  0.137
F (-2.148, 4.623, 4.389)  0.108
H (3.990, 5.592, 3.307)  -0.003
H (4.282, 4.373, 4.380)  -0.010
H (2.395, 4.730, 5.811)  0.039
H (2.828, 6.679, 5.759)  0.020
H (1.049, 6.976, 4.065)  0.080
H (1.581, 5.677, 2.998)  0.090
H (0.146, 4.966, 5.557)  0.144
H (1.141, 3.332, 4.399)  0.092
C (-1.773, 2.638, 1.667)  -0.012
O (-1.187, 2.093, 0.467)  0.026
C (-1.449, 0.824, 0.236)  -0.611
O (-2.130, 0.088, 0.914)  0.095
O (-0.834, 0.459, -0.896)  0.001
C (-1.034, -0.905, -1.263)  -0.046
H (-1.467, 3.676, 1.721)  0.073
H (-2.859, 2.567, 1.614)  0.101
H (-1.402, 2.113, 2.544)  0.098
H (-2.090, -1.112, -1.431)  0.096
H (-0.645, -1.574, -0.497)  0.096
H (-0.486, -1.058, -2.188)  0.086
C (-2.797, -5.264, -4.954)  -0.040
O (-1.465, -5.398, -5.457)  0.003
C (-0.568, -4.633, -4.833)  -0.626
O (-0.799, -3.878, -3.925)  0.118
O (0.624, -4.843, -5.387)  0.007
C (1.682, -4.079, -4.798)  -0.033
H (-3.410, -5.936, -5.548)  0.092
H (-2.843, -5.553, -3.906)  0.097
H (-3.151, -4.242, -5.072)  0.097
H (1.799, -4.333, -3.746)  0.100
H (1.488, -3.013, -4.902)  0.092
H (2.589, -4.335, -5.337)  0.092
C (4.150, -0.416, -4.189)  -0.031
O (5.464, -0.388, -4.756)  0.009
C (5.918, -1.569, -5.163)  -0.624
O (5.328, -2.617, -5.098)  0.113
O (7.144, -1.399, -5.659)  0.005
C (7.757, -2.598, -6.135)  -0.042
H (3.923, 0.607, -3.906)  0.097
H (3.425, -0.765, -4.922)  0.091
H (4.126, -1.054, -3.308)  0.099
H (7.173, -3.034, -6.944)  0.096
H (7.866, -3.320, -5.328)  0.097
H (8.736, -2.308, -6.504)  0.092
C (-7.262, -2.373, 5.185)  -0.052
O (-5.880, -2.522, 4.866)  -0.003
C (-5.563, -2.148, 3.619)  -0.626
O (-6.344, -1.727, 2.804)  0.117
O (-4.262, -2.326, 3.449)  0.012
C (-3.767, -1.949, 2.150)  -0.033
H (-7.371, -2.709, 6.213)  0.090
H (-7.565, -1.330, 5.106)  0.096
H (-7.878, -2.986, 4.530)  0.094
H (-3.938, -0.896, 1.968)  0.081
H (-4.250, -2.553, 1.382)  0.098
H (-2.702, -2.144, 2.162)  0.089

Cartesian forces, eV/Å:
N 0.0 0.2 0.2
B 0.2 -0.1 -0.1
C 0.0 0.1 0.1
C 0.3 0.4 -0.2
O -0.2 -0.2 0.4
C -0.1 -0.5 -0.1
F 0.1 0.4 0.0
F 0.0 0.1 0.1
F 0.0 0.1 0.1
H 0.0 -0.1 0.0
H -0.1 0.0 -0.2
H 0.0 -0.1 0.0
H -0.1 0.0 0.0
H -0.1 -0.1 0.1
H 0.0 0.0 0.1
H -0.1 0.0 -0.1
H 0.1 0.2 -0.1
C -0.1 0.1 0.1
O 0.0 0.0 0.0
C 0.0 0.0 0.0
O 0.1 0.1 -0.1
O 0.0 0.0 0.0
C 0.0 -0.1 -0.1
H 0.1 -0.3 -0.2
H 0.0 -0.1 0.0
H 0.0 0.0 0.0
H 0.0 0.0 0.1
H -0.1 0.0 0.0
H 0.0 0.1 0.0
C -0.1 0.0 0.0
O 0.0 0.0 0.0
C 0.0 0.0 0.0
O 0.0 0.0 0.0
O 0.0 0.0 0.0
C 0.2 0.0 0.0
H 0.1 0.0 0.0
H 0.0 0.1 0.0
H 0.0 0.0 0.1
H -0.1 0.0 0.0
H -0.1 0.0 0.1
H -0.1 -0.1 -0.1
C -0.1 0.1 0.1
O 0.0 0.0 0.0
C 0.0 0.0 0.0
O 0.0 0.0 0.0
O 0.0 0.0 0.0
C 0.1 0.0 -0.1
H 0.1 0.0 0.0
H 0.0 -0.1 0.0
H 0.0 0.0 0.0
H 0.0 0.0 0.0
H -0.1 0.0 0.0
H 0.0 0.1 0.0
C -0.1 0.0 0.1
O 0.0 0.0 0.0
C 0.0 0.0 0.0
O 0.0 0.0 0.0
O 0.0 -0.1 0.0
C -0.1 -0.1 0.0
H 0.1 0.0 0.0
H 0.0 0.0 -0.1
H 0.0 0.1 0.0
H 0.0 0.0 0.0
H 0.0 0.1 0.0
H 0.0 0.0 0.1

charge: -1
LUMO level: 1.8 eV
orbital gap: 5.41 eV
HOMO: -3.7 eV


Record 5
The following is a DFT calculation (wB97M-V/def2-TZVPD) of a structure of composition C6H8LaO6 in a non-equilibrium geometry.

Each line ends with the Mulliken spin population.
Atoms and positions in Å:
O (2.688, -0.245, -0.240)  0.032
C (3.808, -0.608, 0.533)  0.012
O (4.514, -1.531, 0.209)  0.006
O (3.852, 0.198, 1.520)  0.003
C (2.206, -1.078, -1.303)  0.020
H (3.010, -1.128, -2.057)  0.049
H (2.039, -2.096, -0.925)  0.005
C (0.966, -0.488, -1.854)  0.824
H (1.026, 0.392, -2.496)  0.018
H (0.057, -1.091, -1.857)  0.017
O (-1.668, 0.563, 1.611)  0.000
C (-1.364, 1.342, 0.607)  -0.007
C (-2.979, -0.009, 1.417)  0.000
O (-0.217, 1.743, 0.378)  0.013
O (-2.316, 1.459, -0.275)  0.002
C (-3.438, 0.629, 0.098)  0.000
H (-3.599, 0.267, 2.275)  0.000
H (-2.868, -1.096, 1.361)  0.000
H (-4.315, 1.273, 0.207)  0.000
H (-3.593, -0.099, -0.704)  0.000
La (2.190, 1.602, 1.496)  0.005

Cartesian forces, eV/Å:
O -0.4 1.8 1.8
C 1.7 -4.2 -3.0
O -1.4 1.9 0.9
O -0.1 1.8 2.0
C -0.1 -1.2 -1.2
H -0.3 0.0 0.2
H 0.2 0.4 0.1
C -0.1 0.0 -0.3
H -0.1 -0.2 0.3
H 0.2 0.3 0.0
O 0.7 0.3 0.5
C -0.1 -1.3 -1.5
C -0.7 -0.2 0.2
O 1.3 0.5 1.4
O 0.4 0.5 0.1
C -0.6 -0.1 0.0
H 0.2 -0.1 -0.2
H 0.0 0.3 0.1
H 0.2 -0.2 -0.1
H 0.0 0.2 0.2
La -1.0 -0.6 -1.3

charge: +2
spin multiplicity: 2
LUMO level (spin up / spin down): -9.5 / -9.5 eV
orbital gap (spin up / spin down): 6.15 / 8.32 eV
relative energy (zero: lowest compared OMol25 entry of this formula, charge and spin): 0.000 eV
HOMO (spin up / spin down): -15.6 / -17.8 eV


Please write out number 5 again, unchanged.
The following is a DFT calculation (wB97M-V/def2-TZVPD) of a structure of composition C6H8LaO6 in a non-equilibrium geometry.

Each line ends with the Mulliken spin population.
Atoms and positions in Å:
O (2.688, -0.245, -0.240)  0.032
C (3.808, -0.608, 0.533)  0.012
O (4.514, -1.531, 0.209)  0.006
O (3.852, 0.198, 1.520)  0.003
C (2.206, -1.078, -1.303)  0.020
H (3.010, -1.128, -2.057)  0.049
H (2.039, -2.096, -0.925)  0.005
C (0.966, -0.488, -1.854)  0.824
H (1.026, 0.392, -2.496)  0.018
H (0.057, -1.091, -1.857)  0.017
O (-1.668, 0.563, 1.611)  0.000
C (-1.364, 1.342, 0.607)  -0.007
C (-2.979, -0.009, 1.417)  0.000
O (-0.217, 1.743, 0.378)  0.013
O (-2.316, 1.459, -0.275)  0.002
C (-3.438, 0.629, 0.098)  0.000
H (-3.599, 0.267, 2.275)  0.000
H (-2.868, -1.096, 1.361)  0.000
H (-4.315, 1.273, 0.207)  0.000
H (-3.593, -0.099, -0.704)  0.000
La (2.190, 1.602, 1.496)  0.005

Cartesian forces, eV/Å:
O -0.4 1.8 1.8
C 1.7 -4.2 -3.0
O -1.4 1.9 0.9
O -0.1 1.8 2.0
C -0.1 -1.2 -1.2
H -0.3 0.0 0.2
H 0.2 0.4 0.1
C -0.1 0.0 -0.3
H -0.1 -0.2 0.3
H 0.2 0.3 0.0
O 0.7 0.3 0.5
C -0.1 -1.3 -1.5
C -0.7 -0.2 0.2
O 1.3 0.5 1.4
O 0.4 0.5 0.1
C -0.6 -0.1 0.0
H 0.2 -0.1 -0.2
H 0.0 0.3 0.1
H 0.2 -0.2 -0.1
H 0.0 0.2 0.2
La -1.0 -0.6 -1.3

charge: +2
spin multiplicity: 2
LUMO level (spin up / spin down): -9.5 / -9.5 eV
orbital gap (spin up / spin down): 6.15 / 8.32 eV
relative energy (zero: lowest compared OMol25 entry of this formula, charge and spin): 0.000 eV
HOMO (spin up / spin down): -15.6 / -17.8 eV